The following is a DFT calculation (wB97M-V/def2-TZVPD) of a gas-phase ion, C3H5N2O2S (charge +1) in a non-equilibrium geometry.

```
13
Properties=species:S:1:pos:R:3:nbo_charge:R:1
O 3.265 -1.102 0.176 -0.255
N 2.712 -0.085 -0.058 0.472
O 3.187 1.005 -0.272 -0.289
C 1.260 -0.207 -0.081 0.545
N 0.432 0.958 0.064 -0.438
C -0.982 0.760 0.292 -0.379
S -1.275 -1.064 -0.089 0.323
C 0.555 -1.450 0.001 -0.676
H 0.854 1.835 -0.244 0.471
H -1.324 1.101 1.401 0.287
H -1.541 1.229 -0.600 0.277
H 0.900 -2.218 -0.938 0.353
H 1.050 -1.953 0.798 0.309
```

Properties
Energy in Ha: -775.0317
Lowest unoccupied orbital energy in eV: -7.30
Charge: +1
Structure (SMILES): O=[N+]([O-])C1=[NH+]CSC1
HOMO level in hartree: -0.5239
Multiplicity: 1